1.
The following is a quantum chemistry calculation of the molecule C2H3N in a non-equilibrium geometry, from the Open Molecules 2025 dataset.

Computed properties:
Orbital gap   12.46 eV
LUMO level   0.0288 Ha
SMILES string   CC#N
Maximum force   0.091 Eh/bohr

Structure (ORCA input):
```
! RIJCOSX wB97M-V def2-TZVPD def2/J DEFGRID3
* xyz 0 1
C 0.27 -0.51 -0.71
C -0.20 0.33 0.37
N 0.61 -1.24 -1.52
H -1.17 0.08 0.56
H 0.01 1.47 0.14
H 0.47 -0.12 1.15
*
```


2.
The following is a quantum chemistry calculation of the molecule C5H10N2O in a non-equilibrium geometry, from the Open Molecules 2025 dataset.

Computed properties:
Orbital gap   9.98 eV
LUMO level   0.0289 Ha
SMILES string   [H]/N=C(/N)[C@H](C)OC=C
Maximum force   0.084 Eh/bohr

Structure (ORCA input):
```
! RIJCOSX wB97M-V def2-TZVPD def2/J DEFGRID3
* xyz 0 1
C 1.06 -0.43 0.14
C 1.32 -1.58 -0.80
C 0.17 0.85 -0.61
N 0.39 2.02 0.05
C -1.12 -0.40 0.72
C -1.96 0.23 1.57
O 0.17 -0.72 1.19
N -0.19 0.87 -1.83
H 1.97 0.01 0.57
H 0.02 2.84 -0.40
H 0.34 2.00 1.06
H -0.26 -0.04 -2.27
H -1.45 -1.02 -0.11
H 0.38 -1.94 -1.24
H 1.99 -1.27 -1.60
H 1.76 -2.41 -0.26
H -2.95 0.51 1.24
H -1.65 0.49 2.56
*
```


3.
The following is a quantum chemistry calculation of a cluster of 2 separate species, C10H5NO3 in total in a non-equilibrium geometry, from the Open Molecules 2025 dataset.

Computed properties:
Orbital gap   6.66 eV
LUMO level   -0.0755 Ha
Maximum force   0.068 Eh/bohr

Structure (ORCA input):
```
! RIJCOSX wB97M-V def2-TZVPD def2/J DEFGRID3
* xyz 0 1
C 1.38 1.28 1.73
C 0.25 1.68 2.22
C -0.55 -1.42 -1.52
C -1.79 -0.90 -1.24
C 0.51 -1.14 -0.70
C -2.00 0.06 -0.20
C 1.61 0.36 0.80
C -0.97 1.46 1.64
C 0.36 -0.10 0.24
C -0.91 0.50 0.57
N 3.95 -0.56 -1.30
O 3.22 0.12 -0.37
O 3.73 -1.71 -1.50
O -2.16 1.91 2.18
H -0.39 -2.07 -2.39
H -2.69 -1.08 -1.85
H 1.55 -1.45 -0.98
H -3.04 0.37 -0.09
H -2.06 2.70 2.75
*
```


Question: What is the formula in the third record?
Answer: C10H5NO3


Question: What is the formula in the third record?
Answer: C10H5NO3


Question: Number 2 is which compound?
Answer: C5H10N2O


Question: Which value of LUMO level does entry 1 give?
Answer: 0.0288 Ha